No. 1
The following is a quantum chemistry calculation of C36H58AsNO3PSSiTl as an isolated structure at a distorted geometry, from OMol25.

```
103
Properties=species:S:1:pos:R:3:forces:R:3:mulliken_charge:R:1
Tl -0.5132 -0.9062 0.1765 0.864 -0.389 0.523 1.378
C 3.4557 2.7382 -1.3821 -0.621 2.300 -0.748 -1.343
C 3.2422 3.0611 0.0844 -0.105 0.037 -0.235 2.166
C 4.4424 2.5910 0.9318 -0.990 -0.267 -0.740 -1.823
C 3.0095 4.5736 0.2749 -0.857 -0.990 -0.096 -1.455
O 2.0290 2.2649 0.4489 1.339 0.082 0.879 -0.531
Si 0.4812 2.7004 0.5022 -1.007 0.248 0.642 -0.603
S -0.6713 1.0461 1.6196 0.816 0.352 -1.137 -0.961
O 0.0830 2.7423 -1.0607 -0.062 0.157 0.132 0.341
C -0.7976 3.3558 -2.0459 1.305 -0.677 -0.049 1.859
C -1.9558 2.3982 -2.1842 -0.358 -1.288 0.179 -1.176
C 0.1022 3.4594 -3.3091 -2.194 -1.014 -0.843 -1.780
C -1.2638 4.7183 -1.6509 -2.252 0.207 -0.506 -1.596
O 0.0613 4.0351 1.2927 0.066 -0.039 -0.673 0.596
C -0.3430 4.6895 2.5431 -0.981 -1.200 -0.805 1.900
C -0.3254 3.5954 3.5603 0.440 -0.644 1.190 -1.744
C -1.7871 5.1583 2.3428 0.784 -0.236 -0.872 -1.552
C 0.5991 5.8018 2.7932 0.421 0.206 -0.282 -1.680
H 4.3776 3.1927 -1.7445 0.248 -0.254 0.090 0.645
H 2.6713 3.2535 -1.9825 0.317 -0.466 0.406 -0.168
H 3.4148 1.7117 -1.6370 0.125 -0.889 -0.046 0.079
H 5.4111 2.9786 0.5833 -0.504 0.046 0.112 0.348
H 4.4439 1.5141 0.9013 0.292 -0.539 -0.125 0.419
H 4.2432 2.8352 1.9487 0.166 0.442 0.902 0.486
H 3.7475 5.1006 -0.2808 0.640 0.480 -0.568 0.517
H 3.1283 4.8624 1.3043 -0.085 0.033 0.474 0.278
H 2.0092 4.8843 -0.0714 0.448 -0.086 0.037 0.214
H -1.6262 1.3678 -1.8835 -0.194 0.753 -0.426 -0.162
H -2.3180 2.3538 -3.1939 -0.098 -0.065 -0.674 0.481
H -2.8497 2.6153 -1.5845 0.443 0.316 0.189 0.422
H 0.3417 2.4641 -3.7391 0.118 0.401 0.566 0.295
H 0.9860 4.0262 -3.1233 0.527 0.408 0.135 0.422
H -0.5128 3.9277 -4.1088 0.536 0.054 0.449 0.463
H -1.8593 4.6513 -0.7000 0.624 0.335 -0.865 0.154
H -1.9681 5.0519 -2.5079 1.025 -0.287 1.499 0.434
H -0.4521 5.4160 -1.5875 0.347 0.442 0.227 0.471
H -1.0052 2.7803 3.3006 -0.113 0.325 0.000 0.265
H -0.6057 3.9307 4.5595 -0.043 0.192 -0.022 0.497
H 0.6662 3.1398 3.6513 0.053 0.167 -0.029 0.368
H -2.3806 4.2699 2.2164 -0.528 -0.341 0.045 0.311
H -1.8529 5.7135 1.4059 -0.041 0.292 0.208 0.280
H -2.1547 5.7339 3.1739 -0.084 0.275 0.299 0.499
H 1.6196 5.4504 2.7761 0.328 -0.265 0.695 0.272
H 0.3050 6.2715 3.7245 0.349 0.335 0.099 0.489
H 0.5993 6.4900 1.9598 -0.483 0.517 -0.086 0.338
N 1.7183 -0.4385 -1.2313 0.228 1.787 0.805 0.249
C 2.8981 -1.2020 -0.7828 -2.026 0.389 -0.249 0.229
C 4.1899 -0.7565 -0.8363 1.540 1.174 -0.145 -0.837
C 5.2173 -1.5950 -0.4142 0.123 -0.148 0.149 -1.093
C 4.9605 -2.8588 0.1420 1.969 -0.175 0.306 -0.752
C 3.6769 -3.2907 0.2569 -2.345 -0.475 0.454 -0.797
C 2.6484 -2.4356 -0.2009 -0.362 -1.127 0.077 1.294
P 0.9625 -3.0938 -0.2580 0.466 0.740 0.426 0.655
C 0.7298 -3.5269 -1.9942 1.062 0.110 0.098 0.259
C -0.4318 -4.0625 -2.4652 -1.083 -0.758 -0.940 -0.127
C -0.6274 -4.2132 -3.8396 1.261 0.268 0.867 -0.944
C 0.3572 -3.7600 -4.7213 -1.950 -0.753 0.116 -0.574
C 1.5406 -3.3123 -4.2624 0.688 0.572 0.685 -0.913
C 1.7380 -3.2144 -2.9111 0.271 0.811 1.550 -0.535
C 0.8383 -4.3958 0.9944 -1.077 0.058 0.707 0.280
C 0.8218 -5.7749 0.7366 -0.229 0.479 -1.246 0.107
C 0.5666 -6.6823 1.7429 -0.285 0.828 -0.211 -0.759
C 0.3088 -6.2130 3.0076 0.000 -1.320 0.687 -0.440
C 0.2644 -4.8732 3.3011 -0.558 1.072 1.183 -0.726
C 0.4907 -3.9420 2.3073 1.151 -1.319 -1.075 -0.724
H 1.3189 -0.5210 -2.1538 0.645 -0.916 -0.553 0.222
H 1.8409 0.5964 -1.1484 0.171 -0.985 0.408 -0.457
H 4.4815 0.2704 -1.1495 -0.475 -1.114 -0.002 0.567
H 6.2440 -1.2385 -0.5256 -0.324 -0.184 0.187 0.437
H 5.8052 -3.4839 0.5234 -0.829 0.641 -0.511 0.396
H 3.3030 -4.2532 0.7245 1.149 1.140 -0.602 0.388
H -1.1748 -4.4210 -1.7807 -0.466 -0.117 0.242 0.499
H -1.4540 -4.7701 -4.1775 -1.092 -0.176 -0.512 0.526
H 0.1537 -3.7275 -5.7588 -0.136 -0.317 -0.948 0.469
H 2.2692 -2.9667 -4.9431 0.839 0.242 -0.560 0.502
H 2.6006 -2.7359 -2.4631 0.350 -0.372 -0.699 0.553
H 0.9001 -6.1497 -0.2889 0.238 0.250 0.275 0.432
H 0.4205 -7.7137 1.5266 0.333 -0.666 -0.157 0.448
H 0.1607 -6.9853 3.7561 -0.233 0.381 0.236 0.418
H -0.0209 -4.5117 4.3214 0.506 -0.479 -0.992 0.406
H 0.6236 -2.9298 2.5919 -0.319 1.071 0.016 0.692
C -3.1916 -4.3463 0.7894 -0.882 0.329 -0.301 -0.863
C -3.9195 -3.2201 0.0421 0.156 -0.247 -1.935 -0.827
As -3.1420 -1.4803 0.4365 -0.516 -0.208 -0.651 0.106
C -4.1327 0.0178 -0.3244 0.125 1.436 -0.520 -0.020
C -4.4771 0.0649 -1.8394 -0.213 -0.866 -0.493 -1.182
C -3.4482 -1.3348 2.3522 1.819 0.880 -0.519 -0.446
C -4.8078 -1.7194 2.8781 -0.405 -0.364 -1.406 -1.156
H -3.6575 -5.3011 0.5087 0.227 0.208 0.172 0.415
H -3.3441 -4.1902 1.8679 0.496 -0.266 -0.289 0.293
H -2.1497 -4.3592 0.4866 0.299 -0.174 0.367 0.010
H -4.9360 -3.1354 0.3902 -0.520 -0.027 -0.006 0.631
H -3.9582 -3.3892 -1.0986 0.125 0.297 1.762 0.463
H -3.4543 0.9083 -0.1367 -0.748 -1.015 0.226 -0.114
H -5.0510 0.1453 0.2888 0.564 -0.052 -0.366 0.493
H -3.6318 -0.0594 -2.5509 -0.145 -0.127 0.790 0.229
H -4.8977 1.0371 -2.1321 -0.055 -0.225 0.464 0.410
H -5.2230 -0.7135 -2.1184 0.432 0.528 0.246 0.371
H -3.0791 -0.3019 2.5145 -0.754 -0.258 0.317 0.382
H -2.5999 -1.9201 2.7412 -0.541 -0.186 0.327 0.362
H -5.6609 -1.2946 2.3090 0.596 0.159 0.396 0.266
H -4.8679 -1.4387 3.9017 -0.290 0.140 0.857 0.419
H -4.9395 -2.7970 2.7694 0.014 -0.039 0.340 0.295
```
Forces are in eV/Å.

- highest occupied orbital energy (eV) = -13.7986
- multiplicity = 1
- orbital gap (eV) = 7.21
- molecular weight (g mol⁻¹) = 923.296
- strongest force on any atom (Eh/bohr) = 0.04977
- energy (eV) = -139429.530
- ΔE to the lowest compared entry with this formula, charge and spin (kcal/mol) = 12.88
- net charge = +2


No. 2
The following is a quantum chemistry calculation of a 2-piece molecular cluster, C6H12O overall at a distorted geometry, from OMol25.

```
19
Properties=species:S:1:pos:R:3:forces:R:3:mulliken_charge:R:1
C -0.8177 -0.1274 -1.4864 0.267 0.018 0.013 -1.119
C -0.8621 -0.2236 0.0168 -0.751 0.541 0.207 0.688
C -1.3586 -1.5232 0.5833 0.045 0.067 0.023 -1.429
C -0.8607 0.9065 0.7897 0.350 -1.159 0.000 -0.327
O -0.3883 2.0581 0.3881 1.624 0.130 -1.050 -0.568
H -0.1317 0.6509 -1.8221 -0.089 0.027 -0.027 0.315
H -0.5096 -1.0695 -1.9457 0.018 -0.016 0.068 0.322
H -1.8146 0.1107 -1.8742 0.091 0.004 0.044 0.371
H -2.3430 -1.7739 0.1762 0.042 -0.025 -0.023 0.360
H -0.6827 -2.3413 0.3200 -0.022 -0.032 0.029 0.305
H -1.4427 -1.4848 1.6700 0.014 -0.002 -0.004 0.378
H -1.0781 0.8219 1.8579 -0.045 -0.029 -0.024 0.329
H 0.6855 1.8074 -0.0099 -1.749 0.345 0.812 0.311
C 1.6095 -0.2241 0.3628 0.097 1.102 -0.040 -0.360
C 2.0198 1.0540 0.0423 0.812 -1.097 0.257 -0.802
H 1.4959 -0.5374 1.3933 -0.043 0.031 -0.076 0.271
H 1.5743 -1.0063 -0.3773 -0.115 -0.085 -0.137 0.306
H 2.4914 1.2229 -0.9196 -0.344 0.068 -0.174 0.296
H 2.4133 1.6790 0.8349 -0.200 0.113 0.104 0.353
```
Forces are in eV/Å.

- SMILES = CC(C)=CO.C=C
- highest occupied orbital energy (eV) = -8.3612
- multiplicity = 1
- orbital gap (eV) = 9.27
- molecular weight (g mol⁻¹) = 100.161
- strongest force on any atom (Eh/bohr) = 0.03809
- energy (eV) = -8461.496
- ΔE to the lowest compared entry with this formula, charge and spin (kcal/mol) = 65.90